# 1
{
  "formula": "C5H9NO2",
  "method": "ωB97M-V/def2-TZVPD",
  "lumo_energy_ev": 0.395,
  "homo_lumo_gap_ev": 9.88,
  "largest_force_ev_per_a": 7.22,
  "e_tot_ha": -401.01824,
  "relative_energy_ev": 4.313,
  "homo_energy_ev": -9.487,
  "smiles": "C[C@H](C(=O)O)N1CC1",
  "total_charge": 0,
  "symbols": ["C", "C", "C", "O", "O", "N", "C", "C", "H", "H", "H", "H", "H", "H", "H", "H", "H"],
  "xyz": [[1.89356, 0.34918, -0.72772], [0.53332, 0.73315, -0.23772], [0.19963, 0.06480, 1.08764], [0.51824, -0.99514, 1.50382], [-0.53834, 0.99448, 1.67489], [-0.25588, 0.18582, -1.32271], [-1.71369, -0.16295, -1.11080], [-0.67752, -1.16583, -0.99632], [2.70585, 0.70978, -0.09820], [1.98206, -0.82765, -1.07577], [2.18647, 1.11562, -1.60823], [0.13606, 1.80388, -0.05396], [-1.20772, 0.41214, 2.41772], [-2.13985, -0.02641, -0.05021], [-2.33440, 0.00861, -2.06081], [-0.38838, -1.49495, 0.07387], [-0.39998, -1.90668, -1.80551]],
  "forces_ev_per_a": [[2.6493, 1.1372, -2.5384], [-0.6479, 0.4835, -0.1781], [0.9703, 2.6665, -1.1941], [0.3262, -1.1484, 1.4795], [-4.5268, -2.8063, 4.8795], [-2.4877, -0.6829, 0.4889], [-0.8656, 1.1118, 0.4313], [1.9389, -3.0320, -0.9277], [0.0488, -0.9128, 0.8012], [-0.2197, 3.3652, 1.0777], [-1.1129, -2.2276, 1.1682], [1.8124, -1.2655, -0.8223], [3.0455, 2.6436, -2.6545], [0.0844, 0.5575, -2.0755], [0.8173, -0.3917, 1.9048], [-1.0659, -0.2129, -2.8375], [-0.7664, 0.7149, 0.9970]]
}

# 2
{
  "formula": "C5H8N",
  "method": "ωB97M-V/def2-TZVPD",
  "lumo_energy_ev": -5.481,
  "homo_lumo_gap_ev": 8.44,
  "largest_force_ev_per_a": 3.55,
  "e_tot_ha": -249.61399,
  "relative_energy_ev": 5.746,
  "homo_energy_ev": -13.924,
  "total_charge": 1,
  "symbols": ["C", "C", "C", "C", "C", "N", "H", "H", "H", "H", "H", "H", "H", "H"],
  "xyz": [[0.18667, 0.14609, 2.87512], [0.10460, 1.41371, 2.39293], [0.57072, -0.14052, 0.13867], [0.31738, 0.35873, 1.49546], [-0.49719, -0.32108, -2.41244], [-0.21796, -1.16940, -1.32830], [0.16941, -0.52073, 3.70824], [-0.01828, 2.45799, 2.57482], [0.85797, 0.68760, -0.50079], [1.31565, -0.93030, 0.20092], [-1.28172, 0.43181, -2.27276], [0.41992, 0.13090, -2.79125], [-0.85634, -1.01805, -3.18470], [-1.07082, -1.52673, -0.89594]],
  "forces_ev_per_a": [[0.1495, 0.9290, -1.6663], [0.3016, -1.7495, -0.6230], [0.1586, -0.7751, -1.6126], [-1.2357, -0.1113, 0.7027], [-0.4336, 0.8969, -0.8510], [0.6550, 0.2445, 3.4831], [-0.0210, -0.2573, 0.3475], [-0.0651, 0.4241, 0.0895], [0.2116, -0.0397, 0.1102], [0.1887, 0.2787, 0.1191], [0.1292, -0.0380, 0.0089], [-0.0872, 0.0222, -0.0255], [0.0593, 0.0586, -0.0325], [-0.0109, 0.1170, -0.0502]]
}

# 3
{
  "formula": "C17H30N2O4",
  "method": "ωB97M-V/def2-TZVPD",
  "lumo_energy_ev": 0.242,
  "homo_lumo_gap_ev": 8.51,
  "largest_force_ev_per_a": 9.18,
  "e_tot_ha": -1075.66355,
  "relative_energy_ev": 18.193,
  "homo_energy_ev": -8.268,
  "smiles": "CCCCNOC(=O)OCc1ccccc1C.COC[C@@H](C)N",
  "total_charge": 0,
  "symbols": ["C", "C", "C", "C", "N", "O", "C", "O", "O", "C", "C", "C", "C", "C", "C", "C", "C", "H", "H", "H", "H", "H", "H", "H", "H", "H", "H", "H", "H", "H", "H", "H", "H", "H", "H", "H", "C", "O", "C", "C", "C", "N", "H", "H", "H", "H", "H", "H", "H", "H", "H", "H", "H"],
  "xyz": [[-1.51152, -4.04301, 0.91322], [0.01183, -3.83545, 0.25584], [0.06450, -2.29090, -0.36238], [0.86622, -1.22459, 0.59064], [0.29473, 0.16308, 0.26138], [0.10607, 0.28650, -1.09019], [-0.96693, 1.28121, -1.28156], [-0.85814, 2.41432, -0.53332], [-2.08857, 1.18435, -2.22859], [-2.94099, 0.01299, -1.97217], [-3.97259, 0.17698, -0.69913], [-4.07758, 1.52898, 0.25032], [-5.13599, 1.67236, 1.53728], [-6.17568, 0.41271, 1.87036], [-6.14015, -0.93555, 0.92961], [-5.03614, -1.05668, -0.32068], [-5.09644, -2.49116, -1.15871], [-1.76647, -5.16540, 1.12404], [-2.32405, -3.65201, 0.13624], [-1.61655, -3.33895, 1.85748], [0.87221, -4.06425, 1.01522], [0.03842, -4.54622, -0.70165], [0.57185, -2.28411, -1.41886], [-1.07082, -1.93253, -0.38079], [0.66708, -1.53656, 1.72393], [2.02750, -1.14572, 0.36689], [1.05341, 0.81980, 0.58265], [-3.63540, -0.10794, -2.93564], [-2.36908, -1.00352, -1.86506], [-3.39987, 2.47730, 0.05618], [-5.11690, 2.67700, 2.18034], [-6.92758, 0.53801, 2.77153], [-6.91553, -1.80643, 1.16738], [-4.48239, -2.46345, -2.15825], [-4.65353, -3.33566, -0.44803], [-6.22613, -2.81856, -1.36294], [3.28516, 2.47194, -0.70195], [3.93501, 1.32859, -0.16895], [5.33321, 1.25108, -0.46373], [6.22639, 2.11357, 0.45809], [6.18399, 3.60378, 0.13022], [5.87799, 1.92588, 1.87438], [3.70120, 2.77219, -1.66848], [3.33906, 3.29690, 0.01105], [2.22734, 2.22876, -0.84103], [5.60776, 0.20098, -0.31255], [5.51807, 1.46902, -1.52312], [7.26236, 1.78184, 0.31328], [5.27069, 4.08931, 0.48607], [7.02362, 4.12249, 0.60909], [6.26253, 3.77147, -0.94885], [6.00966, 0.94320, 2.11530], [4.86715, 2.06209, 1.95859]],
  "forces_ev_per_a": [[0.2376, 0.6925, -0.4024], [-1.4705, 0.2814, -1.1904], [0.2430, -0.3230, 0.8645], [-0.1495, -0.6726, -0.9878], [1.6457, -0.8356, 4.0982], [-3.3352, 1.9321, -3.0237], [0.4258, 6.3060, 4.2136], [-0.8734, -7.4413, -5.3031], [2.7458, -1.7858, 2.9740], [-2.1580, -1.3145, -0.1384], [-3.0376, 0.4697, 3.6606], [-2.1769, -2.2274, 1.0524], [0.1295, -3.7621, -2.6472], [2.8443, 0.1573, -3.1891], [2.5815, 3.5335, -0.3693], [-0.5754, 2.0925, 1.5826], [-0.0882, 0.1739, 0.9940], [0.6276, 2.2110, -0.0933], [1.8302, -0.8537, 1.5336], [0.1364, -1.7192, -1.7576], [-1.6811, 0.3780, -1.5353], [0.2973, 1.3146, 2.3077], [-1.2904, -0.0104, 1.9991], [2.5795, -0.6259, -0.2487], [0.3981, 1.1977, -2.4239], [-2.2749, -0.7929, 0.5195], [-1.1528, -0.4513, -0.9100], [1.6895, 0.4992, 2.0275], [-0.7122, 2.1648, -0.1197], [-1.3853, -2.3807, 0.2674], [-0.1048, -2.5809, -1.6158], [1.6983, -0.4414, -2.1374], [2.0152, 2.0333, -0.7347], [-1.2910, 0.0110, 2.0017], [-0.7905, 1.8096, -1.5955], [2.5357, 0.9808, 0.3269], [-0.3086, -0.0774, 0.2520], [0.4781, -0.0347, -0.3492], [0.0126, -0.1791, 0.2634], [-0.4281, 0.1196, 0.0180], [0.2231, 0.2712, -0.0295], [-0.1693, -0.3223, -0.1604], [0.0576, 0.0023, 0.0761], [0.0175, 0.1661, -0.1847], [0.1280, -0.0428, -0.0284], [-0.1305, 0.0781, 0.0658], [-0.0809, 0.1591, 0.0237], [-0.1572, -0.1003, 0.0036], [0.0803, -0.1599, -0.0422], [-0.1805, -0.1566, -0.0490], [-0.0290, -0.0115, 0.0932], [0.0831, 0.1932, 0.0356], [0.2902, 0.0749, 0.0118]]
}

# 4
{
  "formula": "BrCl2HNP",
  "method": "ωB97M-V/def2-TZVPD",
  "lumo_energy_ev": [-3.331, -3.331],
  "homo_lumo_gap_ev": [6.73, 6.73],
  "largest_force_ev_per_a": 3.67,
  "e_tot_ha": -3891.06581,
  "relative_energy_ev": 2.419,
  "homo_energy_ev": [-10.064, -10.065],
  "total_charge": 0,
  "symbols": ["N", "P", "Cl", "Cl", "Br", "H"],
  "xyz": [[0.35931, 0.34890, 0.15948], [1.79531, -0.18341, 0.59247], [3.21710, -1.76632, -1.55707], [1.75372, -1.43945, 2.11196], [3.37016, 1.42788, 0.89924], [-0.15276, -0.46804, -0.07832]],
  "forces_ev_per_a": [[3.6264, 0.2370, 0.5117], [-0.3781, 1.3515, -1.9853], [-1.0922, 1.1990, 1.8345], [0.5715, -0.2609, 0.0261], [-1.4798, -1.5291, -0.1693], [-1.2477, -0.9975, -0.2176]]
}

# 5
{
  "formula": "C4ClO3",
  "method": "ωB97M-V/def2-TZVPD",
  "lumo_energy_ev": 3.697,
  "homo_lumo_gap_ev": 8.17,
  "largest_force_ev_per_a": 3.42,
  "e_tot_ha": -838.35030,
  "relative_energy_ev": 0.341,
  "homo_energy_ev": -4.475,
  "smiles": "O=C1C(=O)C1=C([O-])Cl",
  "total_charge": -1,
  "symbols": ["O", "C", "C", "O", "C", "C", "O", "Cl"],
  "xyz": [[-0.70106, -2.23589, -0.11007], [-0.73571, -1.02392, -0.07773], [-1.38939, 0.27847, 0.11784], [-2.38472, 0.97640, 0.37882], [-0.00385, 0.14228, -0.27364], [1.22182, 0.73077, -0.19123], [1.71222, 1.81814, -0.16839], [2.28070, -0.68624, 0.32440]],
  "forces_ev_per_a": [[-0.3244, -0.4678, 0.0698], [0.0131, -0.6648, 0.0853], [-1.3247, 0.8634, -0.4877], [1.7455, -0.9225, -0.1856], [-3.2509, 1.0748, -0.0487], [2.4147, 0.5788, 1.0413], [-0.5390, -0.0589, -0.4750], [1.2657, -0.4031, 0.0005]]
}

# 6
{
  "formula": "C5H6N2",
  "method": "ωB97M-V/def2-TZVPD",
  "lumo_energy_ev": [-0.618, -0.619],
  "homo_lumo_gap_ev": [7.76, 7.76],
  "largest_force_ev_per_a": 4.61,
  "e_tot_ha": -303.42095,
  "relative_energy_ev": 5.854,
  "homo_energy_ev": [-8.377, -8.376],
  "smiles": "C1=CCCN=NC=1",
  "total_charge": 0,
  "symbols": ["C", "C", "C", "C", "N", "N", "C", "H", "H", "H", "H", "H", "H"],
  "xyz": [[-0.01100, -1.40332, -0.18600], [-1.27163, -0.97840, -0.18940], [-1.01977, 0.38075, 0.45699], [0.19875, 1.17393, -0.25532], [1.68109, 1.03379, -0.01874], [2.02932, -0.12785, 0.04462], [1.22525, -1.21838, 0.15568], [-2.10566, -1.08822, -0.75128], [-0.83099, 0.17726, 1.57678], [-1.92091, 1.02221, 0.37717], [0.11843, 0.89528, -1.33261], [0.00053, 2.23746, -0.20399], [1.90659, -2.10451, 0.32610]],
  "forces_ev_per_a": [[-3.6382, 0.0146, -0.7979], [4.2866, 0.6347, 1.5744], [0.7845, 0.6240, 2.4427], [-1.1111, 0.6573, -0.8150], [-2.9208, 0.6211, 0.0503], [3.3779, -0.1286, -0.0422], [2.3690, -3.2816, -0.1902], [-1.9639, -0.9109, -2.0208], [-0.2341, 0.7647, -1.5813], [0.5806, -0.2481, -0.0482], [-0.1632, 0.3075, 0.5419], [-0.0700, 0.1901, 0.1679], [-1.2973, 0.7552, 0.7183]]
}